# C5H6N2O3

C5H6N2O3 in the gas phase (wB97M-V/def2-TZVPD, the Open Molecules 2025 dataset).

```
16
Properties=species:S:1:pos:R:3:nbo_charge:R:1
H 0.326 0.348 2.507 0.2422
H 1.555 -0.883 2.868 0.2526
N -1.038 1.752 -1.636 -0.8443
H -0.345 2.488 -1.676 0.4185
C 0.132 -1.412 1.382 0.7947
N 1.209 0.720 -0.128 -0.4510
O -0.286 -1.065 0.127 -0.4849
C 1.004 -0.396 2.057 -0.5475
O -1.229 -0.341 -2.384 -0.5387
O -0.257 -2.449 1.837 -0.5188
H -2.054 1.841 -1.873 0.4228
H 2.411 1.159 1.515 0.2156
C 0.206 0.051 -0.489 0.4705
H 2.732 -0.390 0.730 0.2103
C 1.928 0.290 1.054 -0.2476
C -0.641 0.476 -1.679 0.6058
```

As for the HOMO energy: -10.230 eV. Its total energy is -529.360246 hartree. The structure (SMILES) is NC(=O)C1=NCCC(=O)O1. The energy above the lowest of the compared OMol25 structures with the same formula, charge and spin is 0.286 eV. The calculation puts the frontier orbital gap at 10.697 eV.